# 1
C24H26IN3OsS2Si as an isolated structure. Source: the OMol25 dataset; level of theory: the ωB97M-V functional and the def2-TZVPD basis.

The expectation value of S² is 6.04. The multiplicity is 5. The HOMO-LUMO gap (alpha / beta) comes out at 7.0 / 5.3 eV. Its lowest unoccupied orbital energy (alpha / beta) is -6.39 / -8.21 eV. The total charge is +2.

Cartesian coordinates (Å):
Os 1.11532 -0.21672 -0.00682
I 3.73842 -0.04816 -0.41837
C 3.65546 2.05424 -0.30920
C 4.82081 2.75857 -0.29174
C 4.73900 4.16257 -0.21763
C 3.51467 4.76672 -0.19182
C 2.31677 4.01387 -0.22935
C 1.05626 4.66043 -0.23690
C -0.09766 3.93570 -0.30982
C -0.05133 2.53317 -0.34549
C 1.14368 1.82719 -0.27786
C 2.36211 2.59650 -0.26811
H 5.78470 2.26878 -0.33250
H 5.64862 4.74659 -0.18419
H 3.44269 5.84624 -0.14508
H 1.02605 5.74271 -0.20197
H -1.05689 4.43539 -0.33258
H -0.99424 2.01284 -0.41356
C -1.59959 1.19401 5.01826
Si -2.40182 -0.34846 4.36408
C -4.22605 -0.38275 4.68885
C -1.56762 -1.90394 4.94331
C -2.19968 -0.30944 2.44705
C -3.30749 -0.35605 1.61090
C -3.20164 -0.37282 0.20917
C -1.96397 -0.30797 -0.35428
N -0.87172 -0.22390 0.43993
C -0.96384 -0.25531 1.78945
S 0.62557 -0.23909 2.49667
H -1.70184 1.24659 6.10496
H -2.07189 2.08378 4.59487
H -0.53372 1.22565 4.78235
H -4.39788 -0.41057 5.76781
H -4.70396 -1.26759 4.26124
H -4.73033 0.50722 4.30341
H -1.66766 -2.00842 6.02647
H -0.50211 -1.89990 4.70519
H -2.02219 -2.78157 4.47779
H -4.29625 -0.38751 2.05355
H -4.07767 -0.43347 -0.42052
H -1.80186 -0.31281 -1.42267
C 2.98871 -3.40697 -5.03152
C 1.74529 -3.12486 -4.25983
C 0.49407 -2.98202 -4.79725
C -0.57851 -2.71094 -3.94573
N -0.39856 -2.53480 -2.62139
C 0.80120 -2.68647 -2.11497
S 1.08052 -2.60969 -0.37998
N 1.85231 -2.99369 -2.91540
C -1.97511 -2.61749 -4.44854
H 2.77228 -3.50317 -6.09121
H 3.45598 -4.33165 -4.68579
H 3.70793 -2.59684 -4.89444
H 0.34658 -3.09090 -5.86196
H 2.74985 -3.16083 -2.47440
H -2.03009 -2.69225 -5.53134
H -2.43140 -1.68365 -4.11781
H -2.56026 -3.42606 -4.00332

# 2
C24H26LaN4O6 as an isolated structure. Source: the OMol25 dataset; level of theory: the ωB97M-V functional and the def2-TZVPD basis.

The calculation puts the energy above the lowest of the compared OMol25 structures with the same formula, charge and spin at 0.327 eV. The HOMO-LUMO gap comes out at 6.7 eV. Its lowest unoccupied orbital energy is 2.21 eV. The total charge is -1.

Cartesian coordinates (Å):
La 0.04001 -0.58004 -0.72785
C -2.25040 2.06711 -0.03039
N -2.47726 0.64278 0.23363
C -3.70393 0.20807 -0.41582
C -2.40878 0.36779 1.63592
C -3.50537 0.03613 2.41388
C -3.38866 -0.14238 3.78653
C -2.15267 -0.00016 4.39231
C -1.03844 0.27767 3.62675
C -1.12458 0.45076 2.23702
N -0.01312 0.57301 1.44121
C 1.03427 1.35180 1.82516
C 0.88753 2.47600 2.66710
C 1.95147 3.29086 2.97841
C 3.21603 3.01924 2.48026
C 3.38707 1.93021 1.64008
C 2.32727 1.11647 1.28754
N 2.50209 0.00166 0.37108
C 3.37556 0.35615 -0.75307
C 3.06355 -1.15180 1.07939
H -3.08977 2.67880 0.33493
H -1.33423 2.39702 0.45364
H -2.13646 2.22491 -1.10073
H -4.58200 0.78017 -0.08122
H -3.60243 0.35393 -1.49161
H -3.86799 -0.85151 -0.21791
H -4.48275 -0.06327 1.96561
H -4.26648 -0.38668 4.36750
H -2.05705 -0.12661 5.46387
H -0.06292 0.33771 4.08943
H -0.09785 2.71565 3.04488
H 1.79321 4.15697 3.60821
H 4.05472 3.65619 2.72035
H 4.37445 1.71652 1.25554
H 4.43089 0.42514 -0.45131
H 3.29173 -0.40504 -1.53243
H 3.06467 1.32011 -1.16101
H 4.06214 -0.92616 1.48783
H 2.40686 -1.43434 1.90253
H 3.14653 -1.99558 0.39212
O 0.90961 1.57627 -6.63624
C 0.96152 1.24411 -5.46208
C 0.39945 2.01211 -4.29896
O -0.01518 3.16727 -4.31961
C 0.44767 1.09486 -3.16585
C 1.11381 -0.10947 -3.53193
O 1.27526 -1.07486 -2.70089
C 1.54662 -0.03357 -4.92646
O 2.24532 -0.82779 -5.55163
O -0.02065 1.28675 -1.98572
N -0.24652 -5.22678 -0.54312
C -0.09945 -3.92783 -0.88892
O 0.65829 -3.20408 -0.24749
C -0.92820 -3.45165 -2.04565
C -1.71349 -2.19686 -1.58783
H 0.22017 -5.57700 0.27829
H -0.93593 -5.80463 -0.99119
H -1.58504 -4.26255 -2.40549
H -0.24928 -3.16720 -2.85506
H -2.48770 -2.56582 -0.89049
H -2.26316 -1.81651 -2.46303

# 3
One molecule with the formula C24H26N2O5S2. Source: the OMol25 dataset; level of theory: the ωB97M-V functional and the def2-TZVPD basis.

The calculation puts the energy above the lowest of the compared OMol25 structures with the same formula, charge and spin at 1.090 eV. The HOMO-LUMO gap comes out at 8.5 eV. Its lowest unoccupied orbital energy is 0.33 eV. The total charge is 0.

Cartesian coordinates (Å):
C -4.05956 -2.98229 -5.65197
H -3.21647 -3.64263 -5.88087
O -4.15678 -2.72522 -4.27317
C -3.11786 -2.10246 -3.65754
C -1.95280 -1.68987 -4.27485
C -0.93706 -1.05678 -3.56183
C -1.09510 -0.83121 -2.20708
C -2.26629 -1.24499 -1.57134
C -3.27873 -1.86982 -2.27149
O -4.45383 -2.29660 -1.73567
C -4.68441 -2.07199 -0.36787
H -5.67796 -2.47056 -0.16949
H -3.95347 -2.59673 0.25677
H -4.66729 -1.00401 -0.12527
H -2.36798 -1.06308 -0.51336
C -0.01912 -0.18141 -1.35780
N 1.05530 0.39366 -2.15325
C 2.22786 0.80125 -1.61340
O 3.11712 1.30777 -2.26902
C 2.36044 0.62685 -0.12637
C 2.66831 -0.60281 0.44352
C 2.79421 -0.71277 1.81928
C 2.61470 0.40770 2.60617
C 2.34532 1.64351 2.05107
C 2.22512 1.75447 0.67816
H 2.02038 2.71078 0.22104
H 2.23912 2.49537 2.70248
S 2.70193 0.29184 4.38938
O 3.46410 1.39135 4.89873
O 3.08617 -1.04198 4.76041
N 1.07493 0.58091 4.76308
C 0.26385 -0.58952 4.53137
H -0.78883 -0.30614 4.54456
H 0.52026 -0.98992 3.55260
H 0.44179 -1.36703 5.28290
C 0.85834 1.21463 6.04452
H 0.91374 0.50020 6.87369
H -0.12157 1.69357 6.04646
H 1.63418 1.96550 6.16932
H 3.03297 -1.65112 2.29578
H 2.81607 -1.46836 -0.18600
C 0.79016 0.67868 -3.54767
C 0.31292 -0.58780 -4.24462
H 0.12432 -0.38931 -5.29989
H 1.09056 -1.35416 -4.17742
H 1.72002 1.05427 -3.97793
H 0.01872 1.45477 -3.62123
C -0.61732 0.84837 -0.44146
C -0.77551 0.77130 0.90812
C -1.35848 1.93147 1.46399
C -1.63725 2.87057 0.52631
S -1.19845 2.35798 -1.05468
H -2.07558 3.83937 0.65949
H -1.54933 2.05594 2.51427
H -0.47412 -0.08127 1.49024
H 0.40997 -0.96642 -0.71762
H -1.80753 -1.85120 -5.33117
H -3.96314 -2.05663 -6.22909
H -4.98930 -3.47951 -5.92332

Looking at molar mass for the records above, in order, we have 765.847; 605.400; 486.615 Da.